Model P:
{"formula": "C3H12N2O3", "method": "ωB97M-V/def2-TZVPD", "smiles": "NCCNC=O.O.O", "total_charge": 0, "orbital_gap_ev": 9.60, "species": ["N", "C", "C", "N", "C", "O", "H", "H", "H", "H", "H", "H", "H", "H", "O", "H", "H", "O", "H", "H"], "coordinates": [[1.775, -0.900, -1.387], [0.561, -0.327, -0.621], [0.633, 1.157, -0.962], [-0.480, 1.906, -0.313], [-1.712, 1.389, -0.137], [-2.426, 1.787, 0.705], [2.716, -0.507, -1.259], [1.772, -1.884, -1.349], [0.623, -0.533, 0.498], [-0.353, -0.787, -0.962], [1.594, 1.689, -0.641], [0.644, 1.205, -2.092], [-0.188, 2.659, 0.269], [-1.926, 0.351, -0.701], [-1.876, -1.421, 0.122], [-1.916, -2.331, 0.190], [-2.514, -1.167, 0.819], [1.138, -1.035, 2.807], [0.335, -1.003, 2.377], [1.600, -0.247, 2.638]]}

=====

Model Q:
{"formula": "C3H12N2O3", "method": "ωB97M-V/def2-TZVPD", "smiles": "NCCC(N)=O.O.O", "total_charge": 0, "orbital_gap_ev": 9.69, "species": ["N", "C", "C", "C", "N", "O", "H", "H", "H", "H", "H", "H", "H", "H", "O", "H", "H", "O", "H", "H"], "coordinates": [[1.481, -1.304, 0.802], [0.449, -0.284, 0.680], [-0.299, -0.026, 1.980], [-1.451, 0.897, 1.975], [-1.560, 2.061, 1.398], [-2.365, 0.393, 2.575], [1.556, -1.530, 1.793], [2.298, -0.991, 0.244], [0.817, 0.690, 0.343], [-0.377, -0.656, 0.040], [0.343, 0.432, 2.695], [-0.420, -0.946, 2.493], [-2.484, 2.390, 1.252], [-1.033, 2.358, 0.532], [1.985, -2.909, -3.850], [1.544, -3.003, -2.939], [2.735, -3.445, -3.696], [0.639, 1.686, -3.463], [0.243, 1.685, -4.366], [1.069, 0.838, -3.698]]}

=====

Energies relative to the most stable structure, in kcal/mol: model P 4.4; model Q 0.0.

=====

Model P:
{"formula": "C4H7Cl", "method": "ωB97M-V/def2-TZVPD", "total_charge": 0, "orbital_gap_ev": 10.57, "species": ["C", "C", "C", "C", "H", "H", "H", "H", "H", "H", "H", "Cl"], "coordinates": [[-0.303, -1.337, -0.934], [0.008, 0.056, -0.431], [-0.671, 0.662, 0.802], [0.839, 0.858, 0.557], [-1.399, -1.327, -0.728], [-0.175, -1.330, -2.202], [0.067, 0.950, -1.428], [-1.081, 1.601, 1.241], [-0.781, -0.131, 1.716], [1.935, 0.729, 1.167], [0.845, 1.895, 0.399], [0.714, -2.626, -0.160]]}

=====

Model Q:
{"formula": "C4H7Cl", "method": "ωB97M-V/def2-TZVPD", "total_charge": 0, "orbital_gap_ev": 10.25, "species": ["C", "C", "C", "C", "H", "H", "H", "H", "H", "H", "H", "Cl"], "coordinates": [[-0.222, -1.119, 0.851], [-0.397, 0.003, -0.022], [0.555, 1.151, -0.137], [-0.089, 0.194, -1.330], [-0.691, -1.133, 1.880], [1.102, -1.402, 1.124], [-0.889, -1.940, 0.344], [0.307, 2.069, 0.083], [1.709, 1.093, 0.039], [0.824, -0.418, -1.542], [-0.480, 0.765, -2.119], [-1.731, 0.737, 0.829]]}

=====

Energies relative to the most stable structure, in kcal/mol: model P 7.5; model Q 0.0.

=====

Model P:
{"formula": "C4H7Cl", "method": "ωB97M-V/def2-TZVPD", "smiles": "ClCC1CC1", "total_charge": 0, "orbital_gap_ev": 11.00, "species": ["Cl", "C", "C", "C", "C", "H", "H", "H", "H", "H", "H", "H"], "coordinates": [[2.055, -0.622, 0.117], [1.152, 0.911, -0.124], [-0.221, 0.418, -0.072], [-0.608, -0.844, -0.695], [-0.849, -0.475, 0.773], [1.674, 1.471, -0.944], [1.019, 1.616, 0.679], [-0.934, 1.320, -0.030], [-1.541, -0.824, -1.160], [0.227, -1.770, -0.788], [-0.095, -0.983, 1.323], [-1.878, -0.218, 0.920]]}

=====

Model Q:
{"formula": "C4H7Cl", "method": "ωB97M-V/def2-TZVPD", "smiles": "CC(C)=CCl", "total_charge": 0, "orbital_gap_ev": 10.25, "species": ["C", "C", "C", "C", "Cl", "H", "H", "H", "H", "H", "H", "H"], "coordinates": [[-0.241, 1.359, -0.087], [0.016, -0.212, 0.035], [1.367, -0.711, 0.081], [-1.042, -1.039, -0.164], [-2.745, -0.200, 0.058], [0.152, 1.996, 0.825], [0.016, 1.900, -1.147], [-1.324, 1.464, 0.142], [1.180, -1.823, -0.071], [2.060, -0.396, -0.592], [1.684, -0.158, 1.095], [-1.123, -2.180, -0.175]]}

=====

Energies relative to the most stable structure, in kcal/mol: model P 19.5; model Q 0.0.

=====

Model P:
{"formula": "C5H4O3", "method": "ωB97M-V/def2-TZVPD", "total_charge": 0, "orbital_gap_ev": 10.88, "species": ["C", "C", "C", "C", "C", "H", "H", "H", "H", "O", "O", "O"], "coordinates": [[-0.909, 0.057, -0.619], [-0.237, 0.959, 0.465], [-0.285, -1.059, 0.208], [1.200, -0.757, 0.192], [1.202, 0.689, 0.349], [-0.729, 1.851, 0.900], [-0.765, -2.038, 0.389], [1.969, -1.518, 0.533], [1.926, 1.321, 0.899], [-1.908, 0.130, -1.272], [-0.681, -0.176, 1.312], [1.560, 0.177, -0.827]]}

=====

Model Q:
{"formula": "C5H4O3", "method": "ωB97M-V/def2-TZVPD", "smiles": "O=C1OC=C[C@H]2O[C@H]12", "total_charge": 0, "orbital_gap_ev": 10.68, "species": ["O", "C", "O", "C", "C", "C", "O", "C", "H", "H", "H", "H"], "coordinates": [[2.151, -1.050, 0.192], [1.100, -0.484, -0.090], [1.137, 0.894, -0.031], [0.115, 1.679, -0.099], [-1.128, 1.411, 0.031], [-1.261, -0.096, 0.461], [-1.672, -1.549, -0.077], [-0.425, -0.863, -0.388], [0.405, 2.740, -0.417], [-1.994, 2.082, 0.116], [-0.927, -0.327, 1.528], [-0.817, -0.731, -1.390]]}

=====

Energies relative to the most stable structure, in kcal/mol: model P 0.0; model Q 39.3.